# 1
DFT (ωB97M-V with the def2-TZVPD basis set) results for a molecular structure, C21H62CrF3O21S.

Each line ends with the Mulliken spin population.
Cartesian coordinates (Å):
Cr -2.56089 -2.86102 0.36730  3.960
C 0.03273 0.64728 -0.99375  -0.009
F -1.09336 1.30616 -0.84330  -0.002
F 0.00908 0.11462 -2.16910  -0.001
F 1.02899 1.43659 -0.85980  0.000
S 0.08267 -0.69377 0.27715  0.029
O 0.14208 -0.07192 1.56817  0.010
O -1.17174 -1.39597 -0.00020  -0.076
O 1.20010 -1.49826 -0.08526  -0.002
C -3.48115 1.84431 -3.89643  0.000
O -3.47458 0.51104 -4.37903  0.000
H -3.33433 2.55998 -4.70963  0.000
H -4.45829 2.08485 -3.46550  0.000
H -2.75850 1.99874 -3.08637  0.000
H -2.65782 0.41607 -4.90076  0.000
C -1.25597 4.91733 -0.40048  0.000
O -0.96498 4.68009 0.98928  0.000
H -1.81879 5.84666 -0.54157  0.000
H -0.29404 4.99626 -0.89623  0.000
H -1.89412 4.13777 -0.83280  0.000
H -1.78642 4.78072 1.48878  0.000
C 2.33962 1.25442 4.07433  0.000
C 1.16305 2.17685 3.81929  0.000
O -0.06739 1.49884 4.16285  0.000
O 2.57320 0.28589 3.06092  0.000
H 2.15697 0.77421 5.04836  0.000
H 3.26228 1.80445 4.29419  0.000
H 1.08454 2.45397 2.76029  0.000
H 1.27300 3.09401 4.39427  0.000
H -0.20898 0.82295 3.49394  -0.001
H 1.74255 0.09315 2.58011  -0.001
C -3.49618 2.92893 2.92611  0.000
C -2.87697 1.91219 2.03945  -0.001
O -3.81761 1.56423 0.98873  -0.001
O -3.68556 4.27466 2.34232  0.000
H -2.88917 3.07568 3.82585  0.000
H -4.48481 2.62961 3.29815  0.000
H -2.58444 1.03668 2.61008  0.000
H -1.96670 2.25390 1.54630  0.000
H -4.16132 2.40454 0.65870  0.000
H -3.92794 4.78882 3.11939  0.000
C -1.77875 -4.60983 2.60026  0.001
C -2.18045 -5.53478 1.50739  0.013
O -3.25233 -4.92853 0.71005  0.009
O -1.24270 -3.43217 1.95347  -0.030
H -1.06477 -5.12551 3.24676  0.004
H -2.57071 -4.29250 3.28283  -0.001
H -2.42659 -6.51986 1.91402  0.001
H -1.37818 -5.74118 0.79187  -0.007
H -3.81814 -5.63437 0.38027  0.004
H -0.57668 -3.02123 2.52677  0.013
C 0.27564 -4.25254 -0.98288  -0.017
C 1.13386 -3.90726 -2.13751  0.002
O 0.81869 -4.72544 -3.24351  0.000
O -1.12399 -3.89587 -1.17241  0.028
H 0.60814 -3.74723 -0.08356  0.022
H 0.28180 -5.32737 -0.75371  0.000
H 2.19442 -3.97400 -1.85193  0.000
H 1.05552 -2.82653 -2.34155  -0.001
H 1.26320 -4.37493 -4.02112  0.000
H -1.38133 -4.11585 -2.07879  0.002
C 2.54478 -3.77806 1.80486  0.000
C 3.56744 -4.50631 2.61337  0.000
O 4.64143 -3.62523 2.90324  0.000
O 3.17294 -3.28184 0.65755  0.000
H 2.10974 -2.96728 2.41263  0.000
H 1.73964 -4.47445 1.50276  0.000
H 3.92506 -5.42400 2.14068  0.000
H 3.13414 -4.76148 3.59152  0.000
H 4.97559 -3.86222 3.77109  0.000
H 2.54918 -2.73042 0.14094  0.000
C 4.74649 0.84400 0.31210  0.000
C 4.43099 0.56106 -1.11781  0.000
O 5.10969 -0.61348 -1.60805  0.000
O 4.59905 -0.30814 1.14187  0.000
H 4.07230 1.64048 0.64206  0.000
H 5.77943 1.19419 0.43162  0.000
H 4.68579 1.42964 -1.75285  0.000
H 3.36033 0.40296 -1.33245  0.000
H 4.94203 -0.69901 -2.54676  0.000
H 4.03367 -0.07324 1.90288  0.000
C -4.75014 -2.29642 -1.79877  -0.010
C -4.17586 -0.96823 -1.43585  0.005
O -3.80791 -0.98468 -0.01748  0.033
O -3.83522 -3.34908 -1.43165  -0.005
H -4.98505 -2.34467 -2.86522  0.003
H -5.73218 -2.43171 -1.32740  -0.006
H -4.95497 -0.21573 -1.57040  0.004
H -3.27667 -0.77855 -2.03435  0.011
H -3.80913 -0.00620 0.24474  0.008
H -4.10258 -4.12027 -1.94153  0.008
C 1.31869 1.82551 -5.44446  0.000
C 0.40562 0.66369 -5.79031  0.000
O -0.98425 1.00899 -5.77504  0.000
H 2.28364 1.40120 -5.15772  0.000
H 0.87522 2.37265 -4.61226  0.000
H 1.48349 2.52589 -6.26200  0.000
H 0.47593 -0.15148 -5.06184  0.000
H 0.72131 0.14420 -6.70751  0.000
H -1.18712 1.56574 -6.53801  0.000
C 3.41528 6.71488 1.60811  0.000
C 2.33602 5.68676 1.82698  0.000
O 1.93853 5.17715 0.54198  0.000
H 3.04133 7.57140 1.04369  0.000
H 4.21494 6.29579 0.99151  0.000
H 3.87264 7.06047 2.53473  0.000
H 1.50028 6.14076 2.37234  0.000
H 2.76789 4.87126 2.42793  0.000
H 1.07511 4.75496 0.64770  0.000

Calculated values
**Max |F|**: 0.0460 Eh/bohr
**Highest occupied orbital energy (spin up / spin down)**: -0.390 / -0.390 Eh
**2S+1**: 5
**Total charge**: +1

***

# 2
DFT (ωB97M-V with the def2-TZVPD basis set) results for a molecular structure, C21H64Ag2F3O15.

Each line ends with the Mulliken spin population.
Cartesian coordinates (Å):
Ag 1.95641 2.45490 -0.45172  0.078
Ag -0.28788 0.37245 -2.39336  0.155
C 1.91095 -2.43455 -2.53917  0.019
O 1.12497 -2.75554 -3.71002  0.004
O 1.52916 -1.13416 -2.16139  0.066
C 2.10026 -3.55267 -1.42899  0.001
F 3.04438 -3.12437 -0.54218  0.000
F 0.96370 -3.83614 -0.84443  0.000
F 2.53005 -4.69508 -1.94436  0.001
C 1.68713 -3.45303 -4.80717  0.000
C 0.66435 -3.50857 -6.02243  0.000
H -0.28004 -3.07787 -5.68969  0.000
H 0.97467 -2.84547 -6.82996  0.000
H 0.48747 -4.49150 -6.45909  0.000
H 2.03734 -4.47512 -4.66295  0.000
H 2.60169 -3.01672 -5.20879  0.000
H 2.84625 -2.21878 -3.05566  -0.006
C -0.06732 -0.65451 1.09307  0.103
C -0.84710 0.62290 0.70471  -0.046
C -1.29152 1.35309 1.97278  -0.023
O -0.20735 1.37659 -0.26400  0.780
H -0.67076 -1.51177 1.39148  -0.012
H 0.54886 -0.37719 1.94836  0.008
H 0.62159 -1.12952 0.39459  -0.001
H -1.72943 0.22551 0.20302  0.077
H -1.72888 2.33128 1.77285  0.014
H -0.55141 1.56113 2.74547  -0.002
H -2.13674 0.87209 2.46504  -0.009
C 2.21625 3.54796 -4.43009  0.086
C 1.96488 2.08538 -3.94720  -0.074
C 3.22889 1.27215 -4.13224  -0.002
O 1.35396 2.05778 -2.63248  0.723
H 2.99954 3.99321 -3.81665  -0.002
H 1.42116 4.28066 -4.29196  -0.001
H 2.56345 3.40537 -5.45343  -0.001
H 1.26272 1.72047 -4.69681  0.039
H 4.00802 1.23552 -3.37086  0.001
H 3.90556 1.68449 -4.88071  0.000
H 2.97308 0.24266 -4.38287  -0.001
C 4.32990 0.20968 0.13477  0.000
O 2.95239 0.35974 -0.22762  -0.002
H 4.64774 -0.82929 0.22205  0.001
H 4.96318 0.54798 -0.68535  0.001
H 4.63241 0.77930 1.01347  0.000
H 2.65071 -0.35246 -0.79627  -0.007
C -1.42197 -5.14647 1.37940  0.000
O -2.82269 -5.27128 1.31471  0.000
H -0.86181 -5.91668 1.90959  0.000
H -0.98426 -5.16079 0.38125  0.000
H -1.29370 -4.17383 1.85438  0.000
H -3.06096 -5.30180 0.38525  0.000
C -3.20618 2.18088 -2.15347  0.002
O -2.01193 1.88215 -2.78646  0.006
H -3.39436 3.24420 -2.00498  0.000
H -4.04875 1.80618 -2.73466  0.000
H -3.14011 1.65039 -1.20357  0.002
H -1.88210 2.59191 -3.41970  0.000
C 0.85699 -0.28605 4.83677  0.001
O 1.91533 0.59894 4.52405  0.000
H -0.11170 -0.12550 4.36352  -0.001
H 1.16414 -1.30379 4.59603  0.000
H 0.61116 -0.15462 5.89052  0.000
H 2.63918 0.35847 5.10698  0.000
C 2.48088 3.32960 2.73828  0.001
O 2.10447 2.30012 1.92658  0.008
H 2.67232 4.31955 2.32424  0.000
H 1.79801 3.43257 3.58160  0.000
H 3.41338 3.15550 3.27516  0.000
H 2.08084 1.50675 2.46660  -0.002
C -4.94784 1.22589 1.91553  0.001
O -6.20023 1.00902 1.22183  0.000
H -4.52926 0.26615 2.21849  0.000
H -4.17557 1.68554 1.29874  0.000
H -5.01939 1.82633 2.82242  0.000
H -6.77444 0.54524 1.83567  0.000
C -0.57522 4.77431 -0.29513  0.000
O 0.87955 4.54800 -0.34966  0.005
H -1.08720 4.71704 0.66544  0.000
H -0.87097 5.76804 -0.63147  0.000
H -1.06945 4.14980 -1.03933  0.001
H 1.32342 5.33568 -0.67235  0.000
C -1.72582 -2.35974 -1.77793  -0.003
O -2.05515 -1.20179 -2.45764  0.012
H -0.95680 -2.31225 -1.00693  0.002
H -2.69665 -2.67201 -1.39314  -0.002
H -1.44306 -3.03304 -2.58714  0.000
H -2.95023 -1.30599 -2.78866  0.000
C 2.21650 -3.38208 2.89002  -0.001
O 1.84457 -4.65860 3.45000  0.000
H 1.45585 -2.81462 2.35385  0.002
H 2.70312 -2.74921 3.63216  0.000
H 3.05381 -3.49250 2.20095  0.000
H 2.25426 -5.30734 2.87304  0.000
C -3.59469 5.00272 2.17680  0.000
O -2.74558 6.09065 1.94713  0.000
H -4.44364 5.29309 2.79573  0.000
H -3.77801 4.54355 1.20537  0.000
H -3.14693 4.22008 2.78923  0.000
H -2.94461 6.37812 1.05307  0.000
C -1.99156 -2.62976 4.00168  0.000
O -1.68866 -2.70115 5.37141  0.000
H -2.63449 -1.79044 3.73654  0.000
H -1.09661 -2.50945 3.39120  0.001
H -2.56084 -3.50210 3.68069  0.000
H -1.42929 -3.59179 5.61857  0.000

Calculated values
**Max |F|**: 0.0772 Eh/bohr
**Highest occupied orbital energy (spin up / spin down)**: -0.398 / -0.394 Eh
**2S+1**: 3
**Total charge**: +1

***

In order of appearance, DFT total energy = -113180.1286 -69660.8796 eV.